No. 1
49
Properties=species:S:1:pos:R:3:forces:R:3:lowdin_charge:R:1 method="wB97M-V/def2-TZVPD" smiles=COC[C@H](C)N.COC[C@H](C)N.O.O.O.O.O charge=0 e_homo_ha=-0.3480 de_lowest_kj_mol=173.15 orbital_gap_ev=9.821 max_force_ha_per_bohr=0.056
C -13.69396 -9.48451 7.04164 0.81 -0.30 0.09 -0.0566
C -13.59459 -10.93438 7.57927 0.03 0.33 -1.77 -0.4603
C -12.27107 -11.61107 7.19912 -1.37 -0.51 -0.61 -0.1993
O -12.33059 -11.86849 5.79657 1.04 0.92 -0.47 -0.2009
C -11.06319 -12.21202 5.22420 -0.44 -0.09 0.64 -0.1000
N -13.84577 -11.07341 8.97074 -0.16 0.17 1.22 0.0323
H -13.59515 -9.48281 5.95613 -0.74 -0.05 -0.09 0.0735
H -12.85382 -8.84297 7.30750 0.31 -0.14 0.63 0.0689
H -14.57911 -8.99738 7.45069 -0.22 -0.05 -0.50 0.0737
H -14.39071 -11.46582 7.05784 0.08 -0.32 -0.10 0.1373
H -12.23369 -12.60570 7.64346 0.29 0.19 0.73 0.1226
H -11.46990 -10.94748 7.52449 0.53 -0.18 -0.24 0.1237
H -10.24905 -11.58885 5.59425 -0.06 0.42 -0.01 0.0786
H -11.12096 -12.12390 4.13931 -0.14 -0.10 0.14 0.0858
H -10.79324 -13.22289 5.52974 -0.02 -0.32 -0.23 0.0809
H -14.84279 -11.02050 9.12318 -0.12 -0.03 0.18 0.0747
H -13.46170 -10.26459 9.43810 0.15 0.04 0.41 0.0732
C -21.42132 -15.36606 14.91552 1.40 -1.07 1.06 -0.0659
C -20.88071 -14.31604 15.87758 0.41 -1.44 0.05 -0.4605
C -19.31395 -14.29077 16.22867 -2.64 -0.14 -1.08 -0.1903
O -19.06101 -15.33070 17.12383 1.01 -0.12 0.17 -0.1887
C -17.65785 -15.49044 17.42957 -0.91 -0.31 -0.04 -0.0816
N -21.34869 -13.07535 15.37885 -0.04 2.05 0.32 0.0111
H -20.96494 -15.32017 13.92673 -0.04 0.02 0.03 0.0786
H -22.50856 -15.40100 14.84620 0.03 0.35 0.04 0.0752
H -21.11200 -16.26445 15.44966 -0.12 -0.72 -0.67 0.0755
H -21.39241 -14.49670 16.82290 0.31 -0.41 0.50 0.1297
H -19.21612 -13.29131 16.65248 0.65 0.13 0.33 0.1135
H -18.72561 -14.37962 15.31540 0.18 0.06 -0.12 0.1252
H -17.07352 -15.91341 16.61240 -0.19 0.16 -0.46 0.0835
H -17.62082 -16.24348 18.21675 0.05 0.36 0.23 0.0863
H -17.21730 -14.53605 17.71792 0.03 -0.03 0.25 0.0851
H -21.22035 -12.46396 16.17248 0.28 1.04 -0.09 0.0686
H -22.35396 -13.16776 15.41023 -0.39 0.09 -0.61 0.0727
O -15.53456 -14.50495 11.28816 -0.01 -0.09 0.31 -0.0555
H -14.92121 -13.84064 10.97395 0.22 0.18 -0.12 0.0211
H -16.24123 -14.50365 10.64252 -0.25 -0.05 -0.29 0.0130
O -21.13163 -8.01078 10.72518 0.01 0.10 -0.19 -0.0519
H -21.70212 -7.50631 11.30507 -0.13 0.17 0.11 0.0273
H -20.96404 -8.82403 11.20137 0.18 -0.32 0.08 0.0134
O -21.95750 -12.36326 8.43617 0.20 -0.08 -0.15 -0.0514
H -22.89314 -12.51303 8.30067 -0.22 -0.05 -0.10 0.0303
H -21.88154 -12.14425 9.36488 0.13 0.13 0.28 0.0194
O -19.82033 -11.54293 11.71563 -0.18 0.22 -0.34 -0.0497
H -19.00978 -11.98562 11.96718 0.25 -0.10 0.06 0.0323
H -20.46421 -11.83675 12.36008 -0.17 -0.15 0.34 0.0206
O -18.27039 -14.13334 8.51295 0.29 -0.11 0.24 -0.0492
H -18.32703 -14.17019 7.55814 0.00 -0.03 -0.23 0.0337
H -18.99576 -13.56628 8.77469 -0.29 0.18 0.07 0.0205

No. 2
8
Properties=species:S:1:pos:R:3:forces:R:3:lowdin_charge:R:1 method="wB97M-V/def2-TZVPD" charge=-1 e_homo_ha="-0.1451 / -0.1453" de_lowest_kj_mol=433.25 orbital_gap_ev="4.698 / 4.704" max_force_ha_per_bohr=0.103
N -0.70747 1.30507 -1.13706 0.89 -1.06 -1.43 0.1152
O 0.55692 0.31310 1.50159 0.31 0.74 -0.36 -0.4081
O -1.12739 -0.98851 0.45010 -2.36 0.24 -1.30 -0.4193
O 0.97835 -0.34252 -0.82310 -1.66 1.15 -1.19 -0.3552
S 1.21188 -2.45129 0.72730 0.23 1.21 -0.51 0.1936
S 0.23980 -0.61610 0.44262 2.47 -3.03 3.59 -0.0188
H 0.05018 1.87065 -0.80979 0.42 0.59 0.67 -0.0404
H -1.20228 0.90959 -0.35166 -0.30 0.15 0.52 -0.0670

No. 3
19
Properties=species:S:1:pos:R:3:forces:R:3:lowdin_charge:R:1 method="wB97M-V/def2-TZVPD" smiles="CCN[C@H](C)C(=O)O" charge=0 e_homo_ha=-0.3196 de_lowest_kj_mol=88.24 orbital_gap_ev=9.513 max_force_ha_per_bohr=0.052
C -1.98810 -1.83408 -0.42202 -0.38 0.27 1.22 -0.0977
C -1.11316 -0.76881 -1.04974 0.34 0.28 0.58 -0.2813
N -0.81169 0.27089 -0.05116 1.29 0.21 -0.16 -0.0433
C 1.74284 -0.20113 -0.00469 0.31 0.26 0.12 -0.0305
C 0.58398 0.80907 -0.08033 -2.37 -1.11 -0.38 -0.2922
C 0.64512 1.78953 1.05591 1.32 1.23 -0.74 -0.4829
O 1.72667 2.61170 0.84024 -0.32 -1.06 -0.87 0.0998
O -0.07949 1.90465 1.99394 -0.16 -0.35 0.33 0.1380
H -2.26435 -2.74290 -0.94682 0.07 0.28 -0.71 0.0670
H -2.89176 -1.34696 -0.04072 -0.13 -0.21 -0.17 0.0750
H -1.48067 -2.19843 0.47994 0.10 0.07 -0.08 0.0733
H -0.19572 -1.24126 -1.39979 0.14 0.01 -0.16 0.0890
H -1.55139 -0.22675 -1.88585 -0.30 -0.43 -0.30 0.1073
H -1.09354 0.13157 0.90840 -0.16 -0.52 -0.09 0.0970
H 1.49067 -1.22443 -0.26607 -0.42 0.03 -0.07 0.0662
H 2.50285 0.11597 -0.71747 0.26 -0.04 0.24 0.0822
H 2.16416 -0.23681 0.99938 0.14 0.03 -0.02 0.0837
H 0.63181 1.32224 -1.04131 0.35 0.38 0.17 0.1468
H 1.98176 3.06593 1.62816 -0.08 0.66 1.07 0.1026

No. 4
26
Properties=species:S:1:pos:R:3:forces:R:3:lowdin_charge:R:1 method="wB97M-V/def2-TZVPD" charge=0 e_homo_ha=-0.3161 de_lowest_kj_mol=372.24 orbital_gap_ev=8.318 max_force_ha_per_bohr=0.085
C -0.84683 0.49080 -1.11699 -1.50 0.75 0.67 -0.0183
C -1.68131 0.06186 -0.16460 1.85 -3.58 -1.64 -0.1128
C -2.64593 0.89079 0.48619 -0.58 -0.54 1.76 -0.5386
C -1.49111 -1.47015 0.24565 -1.66 2.42 -0.12 -0.0217
C 0.30080 -0.23040 -1.57719 0.91 -2.31 0.44 -0.1895
C 0.91831 -0.99108 0.16275 1.13 0.63 -1.51 -0.3938
C -0.11436 -2.00067 -0.05204 -1.68 -1.32 -0.63 -0.4032
N 2.30069 -1.32188 -0.07697 -0.74 0.87 -0.08 0.1109
N 1.94179 2.16127 1.13905 2.08 -0.64 -1.11 0.0499
O -2.62283 2.06001 0.43289 -0.11 3.33 -0.71 0.1500
O -3.47169 0.31131 1.39658 0.21 -0.84 -0.83 0.1276
O 1.31214 0.58489 -2.14727 -0.53 0.00 1.10 -0.0290
O 0.65867 -0.20062 1.27413 0.00 -0.67 -1.54 0.0228
O -0.03501 -3.11526 -0.53599 1.15 0.30 0.20 0.0880
H -0.96374 1.48090 -1.47709 -0.12 1.10 -0.23 0.1260
H -1.48080 -1.37800 1.30969 -0.40 -0.51 1.14 0.1118
H -2.40375 -2.03731 -0.12896 1.62 0.12 0.35 0.1616
H 0.04776 -1.19495 -2.22131 1.03 2.22 1.09 0.1960
H 2.73388 -0.55057 -0.65105 -0.50 -1.50 0.55 0.0985
H 2.30465 -2.23134 -0.54169 0.34 0.42 -0.18 0.0892
H 1.91235 2.46593 2.08220 -0.30 0.44 0.74 0.0362
H 1.17073 2.49078 0.58499 0.16 0.79 -0.08 0.0395
H 2.91845 2.33010 0.76773 -2.02 -0.08 0.31 0.0896
H 1.38134 1.39338 -1.57613 -0.13 -0.98 -0.85 0.1034
H 1.18273 0.62818 1.15177 0.32 -0.05 0.54 0.0264
H -3.32693 -0.62798 1.23369 -0.54 -0.36 0.62 0.0793